No. 1
Density functional theory data (ωB97M-V/def2-TZVPD) for a structure of composition C26H24LiN3O4PS.

As for the net charge: -1. As for the total energy: -2217.657126 a.u. The LUMO energy is 0.0874 Ha. Its frontier orbital gap is 7.01 eV.

```
60
Properties=species:S:1:pos:R:3:lowdin_charge:R:1
Li -1.38 -1.92 -0.41 0.523
N -1.52 1.66 -0.03 -0.127
P -1.23 1.08 -1.66 1.102
C 0.55 0.64 -1.62 -0.370
C 1.43 0.96 -0.60 -0.110
C 2.76 0.59 -0.69 -0.088
C 3.22 -0.08 -1.81 -0.090
C 2.34 -0.42 -2.83 -0.074
C 1.01 -0.07 -2.73 -0.097
C -1.04 2.74 -2.44 -0.356
C -0.25 3.77 -1.92 -0.100
C -0.16 4.99 -2.57 -0.093
C -0.85 5.20 -3.76 -0.102
C -1.63 4.18 -4.29 -0.094
C -1.72 2.96 -3.63 -0.104
C -2.36 0.97 0.82 -0.397
C -3.08 1.68 1.81 -0.033
C -3.92 0.98 2.64 -0.087
C -4.06 -0.39 2.49 -0.074
C -3.31 -1.01 1.51 -0.128
N -2.47 -0.35 0.69 0.069
H -1.56 2.66 0.08 0.080
H 1.06 1.46 0.30 0.090
H 3.44 0.82 0.13 0.097
H 4.26 -0.38 -1.87 0.096
H 2.69 -0.98 -3.68 0.105
H 0.30 -0.39 -3.49 0.106
H 0.33 3.60 -1.02 0.098
H 0.46 5.78 -2.15 0.098
H -0.78 6.15 -4.26 0.096
H -2.16 4.33 -5.22 0.098
H -2.33 2.16 -4.04 0.099
H -2.97 2.75 1.89 0.103
H -4.49 1.51 3.40 0.102
H -4.71 -0.98 3.12 0.097
H -3.33 -2.08 1.37 0.100
C 3.24 -0.41 4.87 -0.064
C 2.47 -1.17 3.82 -0.289
C 1.33 -0.61 3.24 -0.049
C 0.60 -1.32 2.30 -0.053
C 0.99 -2.60 1.93 -0.261
C 2.12 -3.16 2.50 -0.050
C 2.85 -2.45 3.43 -0.048
S 0.06 -3.54 0.73 0.530
O -1.36 -3.23 1.03 -0.425
O 0.41 -4.93 0.96 -0.342
N 0.48 -2.89 -0.61 -0.255
C 0.08 -3.62 -1.83 -0.210
C -0.94 -2.87 -2.72 -0.722
O -0.90 -3.08 -3.93 -0.039
O -1.75 -2.10 -2.10 -0.191
H 3.34 0.65 4.60 0.072
H 4.24 -0.82 5.00 0.068
H 2.73 -0.45 5.83 0.077
H 1.02 0.39 3.52 0.109
H -0.29 -0.88 1.86 0.089
H 2.41 -4.16 2.20 0.109
H 3.74 -2.89 3.88 0.104
H -0.38 -4.59 -1.60 0.107
H 0.96 -3.84 -2.44 0.099
```

***

No. 2
Density functional theory data (ωB97M-V/def2-TZVPD) for an isolated molecule of C16H28O2 at a distorted geometry.

As for the net charge: 0. For the relative energy (zero: lowest compared OMol25 entry of this formula, charge and spin), the calculation gives 34.9 kcal/mol. As for the total energy: -776.859969 a.u. The SMILES is C=C(OCC)[C@@H]1C(C)(C)C=C(OCC)CC1(C)C. The LUMO energy is 0.0301 Ha. Its frontier orbital gap is 9.32 eV.

```
46
Properties=species:S:1:pos:R:3:lowdin_charge:R:1
O -1.74 2.54 -2.24 -0.080
O 2.71 -1.35 0.54 -0.085
C 0.98 -1.56 2.16 0.093
C -1.06 1.65 -1.38 -0.248
C 1.43 -1.03 0.96 -0.261
C -0.69 2.02 -0.11 0.020
C -4.17 2.12 -2.40 -0.077
C 4.29 -2.82 1.69 -0.074
C 1.39 2.09 1.21 -0.048
C -0.57 1.12 2.15 -0.058
C -1.65 -1.23 -0.15 -0.023
C 0.27 -1.94 -1.52 -0.042
C -3.05 2.92 -1.72 -0.226
C 3.21 -2.69 0.62 -0.258
C -0.73 0.33 -1.95 -0.081
C 0.67 -0.05 0.06 -0.152
C 0.20 1.21 0.81 -0.474
C -0.38 -0.70 -0.86 -0.464
H -0.01 -1.40 2.50 0.030
H 1.61 -2.18 2.80 0.062
H -0.93 3.01 0.20 0.119
H -5.11 2.54 -2.08 0.066
H -4.15 1.03 -2.13 0.082
H -4.06 2.17 -3.46 0.060
H 5.06 -2.02 1.59 0.092
H 3.83 -2.72 2.69 0.069
H 4.80 -3.74 1.60 0.056
H 2.05 2.33 0.38 0.086
H 1.03 3.07 1.53 0.083
H 2.01 1.65 2.01 0.097
H 0.06 0.76 2.99 0.086
H -0.86 2.13 2.45 0.083
H -1.47 0.51 2.03 0.075
H -1.37 -1.83 0.73 0.082
H -2.32 -0.46 0.18 0.064
H -2.28 -1.82 -0.81 0.081
H 0.31 -2.81 -0.87 0.082
H -0.35 -2.25 -2.40 0.095
H 1.28 -1.71 -1.89 0.093
H -3.10 2.81 -0.63 0.106
H -3.28 3.96 -2.02 0.118
H 3.67 -3.00 -0.33 0.120
H 2.43 -3.41 0.82 0.107
H 0.14 0.45 -2.61 0.141
H -1.59 -0.01 -2.56 0.140
H 1.48 0.31 -0.61 0.161
```

***

No. 3
Density functional theory data (ωB97M-V/def2-TZVPD) for a structure of composition C23H29CrN4O9 at a distorted geometry.

As for the net charge: -1. The spin multiplicity is 5. For the relative energy (zero: lowest compared OMol25 entry of this formula, charge and spin), the calculation gives 0.0 kcal/mol. As for the total energy: -2834.773953 a.u. The LUMO energy (spin up / spin down) is 0.0897 / 0.0893 Ha. Its frontier orbital gap (spin up / spin down) is 6.38 / 8.05 eV.

```
66
Properties=species:S:1:pos:R:3:lowdin_spin:R:1
Cr -0.62 0.41 0.77 3.745
O -3.79 -0.23 -1.90 0.005
C -3.02 -0.33 -0.95 0.005
O -1.92 0.32 -0.82 0.017
C -3.34 -1.37 0.14 0.001
C -2.12 -2.26 0.43 0.002
C -2.52 -3.50 1.23 0.000
C -2.74 -2.91 2.64 0.000
C -2.48 -1.42 2.39 0.003
O -1.40 -1.49 1.42 0.018
C -3.64 -0.82 1.58 0.000
C -3.69 0.71 1.66 0.005
O -4.77 1.29 1.60 0.005
O -2.54 1.27 1.79 0.038
H -4.17 -1.96 -0.23 0.000
H -1.46 -2.43 -0.42 0.000
H -3.42 -3.97 0.81 0.000
H -1.72 -4.24 1.22 0.000
H -3.74 -3.09 3.04 0.000
H -2.00 -3.29 3.35 0.000
H -2.14 -0.84 3.24 0.000
H -4.61 -1.19 1.92 0.000
N 3.18 -0.05 1.21 0.002
C 3.09 0.81 2.38 0.000
C 2.42 0.09 3.53 0.001
C 0.89 -0.08 3.40 0.007
O 0.33 -0.85 4.18 0.001
O 0.31 0.65 2.52 0.043
H 3.98 -0.65 1.26 0.000
H 3.21 0.49 0.35 0.000
H 2.49 1.68 2.12 0.000
H 4.08 1.18 2.70 0.000
H 2.57 0.63 4.47 0.000
H 2.86 -0.90 3.67 0.000
C -1.47 5.35 -1.56 0.000
N -0.66 4.24 -1.12 0.002
C 0.64 3.91 -1.65 0.000
C 0.97 2.64 -0.85 0.007
O 2.01 2.02 -0.98 0.006
N -0.09 2.34 -0.05 0.013
C -1.03 3.28 -0.24 0.004
N -2.17 3.27 0.41 0.002
H -0.82 6.18 -1.83 0.000
H -2.11 5.69 -0.75 0.000
H -2.09 5.10 -2.42 0.000
H 1.38 4.69 -1.47 0.000
H 0.61 3.67 -2.71 0.000
H -2.40 2.44 1.04 0.001
H -2.92 3.87 0.11 0.000
C 0.43 -0.06 -2.90 0.002
C 1.05 -0.96 -1.87 0.015
O 0.57 -1.06 -0.75 0.037
C 2.27 -1.75 -2.21 0.001
C 2.88 -1.68 -3.46 0.002
C 4.02 -2.43 -3.73 0.000
C 4.56 -3.24 -2.74 0.002
C 3.96 -3.31 -1.49 0.000
C 2.82 -2.57 -1.22 0.002
H -0.49 0.35 -2.50 0.000
H 0.22 -0.63 -3.81 0.000
H 1.14 0.73 -3.15 0.000
H 2.46 -1.04 -4.23 0.000
H 4.49 -2.37 -4.70 0.000
H 5.45 -3.82 -2.95 0.000
H 4.39 -3.94 -0.72 0.000
H 2.35 -2.58 -0.25 0.000
```

***

No. 4
Density functional theory data (ωB97M-V/def2-TZVPD) for a cluster of 2 separate species, C18H28BrN2OS in total at a distorted geometry.

As for the net charge: +1. For the relative energy (zero: lowest compared OMol25 entry of this formula, charge and spin), the calculation gives 0.0 kcal/mol. As for the total energy: -3859.107098 a.u. The LUMO energy is -0.1372 Ha. Its frontier orbital gap is 7.19 eV.

```
51
Properties=species:S:1:pos:R:3:lowdin_charge:R:1
C 1.05 2.94 1.12 -0.146
C 0.93 2.17 -0.34 -0.242
C 1.81 0.76 -0.32 -0.210
C 0.85 -0.59 -0.30 -0.192
C 0.38 -0.96 1.25 -0.188
C -1.24 -1.12 1.41 -0.209
C -2.07 0.23 0.98 -0.171
C -3.67 0.20 1.32 -0.235
N -4.41 -1.02 0.82 0.053
C -5.31 -0.79 -0.37 -0.060
C -4.69 0.31 -1.41 -0.307
N -3.42 -0.22 -2.11 0.034
C -3.26 0.67 -3.17 -0.536
S -3.36 1.48 -4.67 0.709
O -4.34 1.60 -0.80 -0.182
C -4.40 1.55 0.67 -0.586
Br -3.57 3.28 1.33 0.719
H 0.95 4.10 0.91 0.083
H 0.18 2.55 1.83 0.059
H 2.12 2.78 1.61 0.088
H 1.45 2.88 -1.14 0.114
H -0.18 1.99 -0.69 0.088
H 2.48 0.74 -1.31 0.107
H 2.58 0.74 0.58 0.117
H -0.10 -0.47 -0.98 0.094
H 1.50 -1.46 -0.79 0.101
H 0.80 -0.15 2.03 0.124
H 0.91 -1.98 1.52 0.117
H -1.56 -1.54 2.48 0.126
H -1.57 -1.97 0.64 0.112
H -1.61 1.12 1.64 0.101
H -1.83 0.56 -0.15 0.104
H -3.83 0.31 2.49 0.183
H -5.04 -1.33 1.62 0.205
H -3.81 -1.85 0.60 0.172
H -6.42 -0.52 -0.03 0.172
H -5.41 -1.85 -0.92 0.172
H -5.50 0.46 -2.27 0.178
H -5.53 1.59 1.06 0.134
C 6.78 -0.58 -0.61 -0.090
C 6.66 -1.44 0.48 -0.092
C 5.56 -2.29 0.58 -0.095
C 4.58 -2.28 -0.41 -0.108
C 4.70 -1.42 -1.51 -0.116
C 5.80 -0.57 -1.60 -0.095
H 7.64 0.08 -0.69 0.103
H 7.43 -1.45 1.25 0.103
H 5.46 -2.96 1.43 0.100
H 3.72 -2.94 -0.34 0.093
H 3.94 -1.41 -2.28 0.097
H 5.89 0.11 -2.45 0.102
```

***

No. 5
Density functional theory data (ωB97M-V/def2-TZVPD) for a cluster of 6 separate species, C38H44F5N4O2 in total at a distorted geometry.

As for the net charge: +1. As for the total energy: -2342.936963 a.u. The LUMO energy is -0.1610 Ha. Its frontier orbital gap is 6.00 eV.

```
93
Properties=species:S:1:pos:R:3:lowdin_charge:R:1
C -2.37 -0.33 -0.41 -0.091
C -1.51 0.70 0.34 -0.211
C -2.41 1.62 1.19 -0.205
N -2.49 2.99 0.71 -0.034
N -3.03 3.14 -0.59 0.036
C -4.12 4.05 -0.51 -0.280
N -4.10 5.06 -1.38 0.221
N -5.16 3.94 0.36 0.115
C -5.50 2.61 0.90 -0.170
C -7.00 2.45 1.01 -0.146
C -7.71 2.07 -0.30 -0.096
C -6.94 1.05 -1.08 -0.510
O -6.81 -0.11 -0.76 0.129
O -6.35 1.55 -2.22 0.088
H -3.22 0.14 -0.92 0.047
H -2.81 -1.03 0.30 0.083
H -1.81 -0.86 -1.17 0.078
H -0.86 0.12 0.98 0.110
H -0.92 1.25 -0.39 0.088
H -1.99 1.68 2.19 0.124
H -3.38 1.15 1.30 0.090
H -1.57 3.40 0.70 0.129
H -3.25 2.26 -1.04 0.120
H -3.83 4.84 -2.32 0.136
H -4.22 6.03 -1.12 0.138
H -5.11 4.62 1.11 0.172
H -5.08 2.51 1.90 0.127
H -5.03 1.82 0.32 0.092
H -7.20 1.68 1.75 0.130
H -7.40 3.38 1.40 0.105
H -8.66 1.62 -0.03 0.128
H -7.95 2.96 -0.88 0.122
H -5.52 1.10 -2.34 0.105
F 0.48 1.24 -2.56 0.040
C 1.34 2.27 -2.40 -0.290
C 0.85 3.56 -2.43 -0.037
C 1.73 4.61 -2.26 -0.087
C 3.08 4.36 -2.07 -0.085
C 3.55 3.06 -2.05 -0.068
C 2.68 2.00 -2.21 -0.011
H -0.21 3.73 -2.59 0.102
H 1.36 5.63 -2.28 0.103
H 3.77 5.19 -1.95 0.106
H 4.61 2.86 -1.91 0.105
H 3.02 0.97 -2.19 0.112
F -9.67 4.22 0.93 0.031
C -10.69 3.55 1.53 -0.291
C -11.76 3.15 0.76 -0.018
C -12.80 2.46 1.37 -0.072
C -12.74 2.18 2.73 -0.084
C -11.65 2.59 3.48 -0.076
C -10.60 3.27 2.87 -0.025
H -11.79 3.39 -0.30 0.119
H -13.65 2.14 0.78 0.110
H -13.55 1.64 3.20 0.107
H -11.61 2.37 4.54 0.108
H -9.74 3.60 3.44 0.114
F 5.66 0.39 -2.34 0.040
C 5.92 -0.39 -1.26 -0.284
C 6.80 -1.44 -1.40 -0.009
C 7.07 -2.23 -0.29 -0.074
C 6.46 -1.96 0.93 -0.080
C 5.57 -0.89 1.04 -0.078
C 5.31 -0.09 -0.07 -0.028
H 7.26 -1.64 -2.36 0.121
H 7.76 -3.06 -0.37 0.093
H 6.67 -2.58 1.78 0.088
H 5.09 -0.68 1.98 0.104
H 4.63 0.75 0.00 0.104
F 6.93 -5.00 -1.61 0.046
C 5.79 -5.72 -1.54 -0.283
C 4.79 -5.47 -2.46 -0.016
C 3.62 -6.21 -2.38 -0.084
C 3.46 -7.18 -1.40 -0.096
C 4.48 -7.41 -0.49 -0.081
C 5.66 -6.68 -0.56 -0.016
H 4.93 -4.71 -3.21 0.117
H 2.82 -6.03 -3.10 0.104
H 2.54 -7.75 -1.35 0.101
H 4.36 -8.16 0.28 0.106
H 6.47 -6.85 0.14 0.110
F 8.41 -3.64 2.94 0.042
C 9.60 -4.01 2.42 -0.286
C 9.62 -5.05 1.51 -0.022
C 10.84 -5.42 0.96 -0.078
C 12.01 -4.76 1.33 -0.092
C 11.95 -3.72 2.25 -0.079
C 10.74 -3.33 2.79 -0.016
H 8.71 -5.55 1.24 0.107
H 10.88 -6.23 0.24 0.106
H 12.95 -5.06 0.91 0.103
H 12.86 -3.21 2.54 0.106
H 10.67 -2.52 3.50 0.118
```

***

No. 6
Density functional theory data (ωB97M-V/def2-TZVPD) for a structure of composition C6H15ClO4PZr at a distorted geometry.

As for the net charge: +2. The spin multiplicity is 2. As for the total energy: -1386.530099 a.u. The LUMO energy (spin up / spin down) is -0.3979 / -0.3890 Ha. Its frontier orbital gap (spin up / spin down) is 6.31 / 6.55 eV.

```
28
Properties=species:S:1:pos:R:3:lowdin_spin:R:1
Zr -9.49 9.98 4.72 0.998
Cl -7.64 8.58 5.99 -0.022
C -7.83 14.59 9.77 0.000
C -7.58 14.41 8.23 0.000
O -8.19 13.24 7.68 0.000
P -7.60 12.66 6.29 0.003
O -8.36 11.50 5.70 0.021
O -7.38 13.93 5.29 0.000
C -6.30 14.88 5.15 0.000
C -6.82 16.25 4.51 0.000
O -6.10 12.33 6.73 0.000
C -5.80 11.18 7.52 0.000
C -4.43 11.42 8.22 0.000
H -7.20 15.31 10.30 0.000
H -8.80 15.00 10.04 0.000
H -7.74 13.60 10.23 0.000
H -8.17 15.20 7.77 0.000
H -6.53 14.57 7.99 0.000
H -5.89 15.21 6.10 0.000
H -5.44 14.46 4.62 0.000
H -6.72 16.29 3.42 0.000
H -7.86 16.52 4.67 0.000
H -6.27 17.06 4.99 0.000
H -6.61 11.24 8.25 0.000
H -5.76 10.29 6.89 0.000
H -4.22 10.66 8.97 0.000
H -3.57 11.64 7.58 0.000
H -4.71 12.36 8.70 0.000
```

***

No. 7
Density functional theory data (ωB97M-V/def2-TZVPD) for a cluster of 10 separate species, C20H60O10 in total at a distorted geometry.

As for the net charge: 0. For the relative energy (zero: lowest compared OMol25 entry of this formula, charge and spin), the calculation gives 68.2 kcal/mol. As for the total energy: -1550.227541 a.u. The SMILES is CCO.CCO.CCO.CCO.CCO.CCO.CCO.CCO.CCO.CCO. The LUMO energy is 0.0183 Ha. Its frontier orbital gap is 10.04 eV.

```
90
Properties=species:S:1:pos:R:3:lowdin_charge:R:1
C -1.05 1.69 3.70 -0.095
C -1.25 3.15 3.51 -0.335
O -1.08 3.58 2.17 -0.073
H -1.45 1.23 4.60 0.084
H 0.01 1.44 3.57 0.073
H -1.52 1.16 2.86 0.056
H -0.66 3.66 4.28 0.114
H -2.26 3.45 3.82 0.106
H -1.58 2.99 1.61 0.058
C -2.19 -1.21 -4.27 -0.084
C -1.23 -2.18 -4.94 -0.332
O -1.83 -3.45 -5.09 -0.077
H -3.18 -1.24 -4.73 0.079
H -1.88 -0.18 -4.44 0.080
H -2.32 -1.36 -3.20 0.045
H -0.29 -2.15 -4.39 0.099
H -1.14 -1.83 -5.97 0.112
H -1.17 -4.02 -5.49 0.085
C 2.35 5.27 -0.06 -0.080
C 3.09 5.50 1.24 -0.307
O 4.50 5.38 1.09 -0.110
H 2.50 4.25 -0.42 0.051
H 2.73 5.87 -0.89 0.075
H 1.28 5.47 -0.10 0.070
H 2.99 4.84 2.11 0.108
H 3.05 6.56 1.51 0.109
H 4.71 4.44 1.15 0.012
C 4.29 -0.28 -2.09 -0.064
C 2.97 -0.82 -2.72 -0.275
O 2.14 -1.31 -1.67 -0.124
H 5.13 -0.13 -2.78 0.067
H 4.54 -0.98 -1.30 0.071
H 4.08 0.67 -1.59 0.054
H 3.10 -1.64 -3.42 0.109
H 2.35 -0.01 -3.13 0.109
H 1.34 -0.78 -1.68 0.030
C 0.52 -1.97 4.42 -0.088
C -0.19 -2.55 3.20 -0.318
O -0.97 -1.56 2.60 -0.085
H 1.17 -1.15 4.11 0.066
H 1.06 -2.74 4.98 0.072
H -0.18 -1.66 5.19 0.071
H -0.90 -3.26 3.64 0.106
H 0.51 -3.07 2.54 0.117
H -1.18 -1.69 1.67 0.055
C 1.16 1.55 -0.32 -0.051
C -0.32 1.10 -0.59 -0.268
O -0.39 -0.13 -1.32 -0.099
H 1.63 0.81 0.34 0.064
H 1.01 2.46 0.25 0.061
H 1.76 1.59 -1.23 0.069
H -0.76 1.90 -1.20 0.103
H -0.93 1.07 0.31 0.090
H -0.98 -0.77 -0.90 0.047
C -0.59 -5.29 -2.03 -0.083
C 0.25 -4.05 -2.13 -0.359
O 1.12 -3.94 -1.03 -0.068
H 0.07 -6.17 -2.03 0.077
H -1.23 -5.43 -2.91 0.067
H -1.20 -5.32 -1.13 0.071
H -0.44 -3.21 -2.22 0.084
H 0.90 -4.13 -3.01 0.116
H 1.35 -3.00 -1.05 0.040
C -3.99 -3.55 0.68 -0.086
C -3.54 -2.22 0.21 -0.333
O -2.31 -2.26 -0.50 -0.082
H -3.16 -4.01 1.22 0.080
H -4.23 -4.26 -0.12 0.078
H -4.85 -3.54 1.35 0.084
H -3.45 -1.67 1.15 0.111
H -4.35 -1.63 -0.23 0.102
H -2.45 -2.73 -1.33 0.081
C 3.88 1.32 2.39 -0.074
C 4.93 2.40 2.31 -0.306
O 5.32 2.75 0.98 -0.085
H 3.94 0.56 1.61 0.074
H 2.86 1.69 2.24 0.057
H 4.06 0.69 3.26 0.077
H 5.79 1.91 2.78 0.108
H 4.94 3.27 2.96 0.119
H 6.18 2.37 0.81 0.101
C -3.86 1.22 -0.96 -0.087
C -5.17 1.72 -0.43 -0.322
O -5.91 0.57 -0.05 -0.087
H -4.01 0.78 -1.95 0.084
H -3.30 0.59 -0.27 0.063
H -3.32 2.16 -1.07 0.076
H -5.88 2.24 -1.07 0.118
H -4.87 2.39 0.39 0.108
H -6.54 0.83 0.63 0.084
```

***

No. 8
Density functional theory data (ωB97M-V/def2-TZVPD) for an isolated molecule of C2H3OPS2 at a distorted geometry.

As for the net charge: 0. For the relative energy (zero: lowest compared OMol25 entry of this formula, charge and spin), the calculation gives 33.7 kcal/mol. As for the total energy: -1290.906566 a.u. The SMILES is OP=C=CSS. The LUMO energy is -0.0084 Ha. Its frontier orbital gap is 8.78 eV.

```
9
Properties=species:S:1:pos:R:3:lowdin_charge:R:1
C 0.38 -1.17 -0.25 -0.470
C -0.83 -0.76 -0.27 -0.509
O -2.44 0.53 1.26 -0.399
P -1.87 0.51 -0.34 0.873
S 1.86 0.08 -0.07 0.340
S 1.12 1.88 -0.30 0.301
H 0.82 -2.15 -0.44 0.051
H -1.98 -0.24 1.63 0.027
H 0.76 1.76 -1.52 -0.215
```